Entry 1:
Entry from the Open Molecules 2025 dataset: a 2-piece molecular cluster, C21H39BrN7O6 overall at a distorted geometry (the ωB97M-V functional and the def2-TZVPD basis).

XYZ file:
```
74
Properties=species:S:1:pos:R:3:forces:R:3:lowdin_charge:R:1
C 4.806860 -2.640723 2.899628 0.196 0.332 -0.121 -0.110
C 4.163464 -1.566074 2.035219 0.204 -0.212 -0.111 -0.272
C 4.174228 -1.955636 0.552564 -0.139 0.456 0.319 -0.182
C 3.262661 -1.065257 -0.293524 0.226 -0.296 0.233 -0.179
O 2.044816 -1.741651 -0.669400 -0.142 0.231 -0.091 -0.102
N 1.071248 -1.589354 0.281194 0.074 0.119 0.022 0.084
C -0.048115 -0.860666 0.082669 0.476 0.030 -0.030 -0.279
N -0.846056 -0.757641 1.186340 0.407 0.690 -0.387 0.146
C -2.293098 -0.717179 0.924247 -0.552 -0.282 0.311 -0.258
N -2.977559 -0.320364 2.135278 0.080 0.566 -0.114 0.035
C -2.605638 -1.165574 3.252133 0.730 -0.415 1.185 -0.423
C -3.018299 -2.592567 3.119490 0.424 0.635 -0.180 0.002
O -1.999191 -0.718350 4.212871 -0.871 0.015 -1.053 0.088
C -2.953082 1.092534 2.406254 0.316 0.534 0.365 -0.437
C -4.292466 1.779026 2.355614 0.315 0.158 0.850 0.021
O -1.938740 1.706671 2.669703 -0.360 -0.552 -0.506 0.099
C -2.655931 0.100464 -0.317934 0.418 -0.169 -0.473 -0.039
C -1.425696 0.705767 -1.025252 -0.272 0.627 0.140 -0.255
C -1.012818 2.083839 -0.462360 -0.158 -0.286 -0.593 -0.184
C -1.321744 3.229039 -1.428073 0.255 0.096 0.255 -0.696
C -0.337390 4.400880 -1.345186 -0.283 -0.083 -0.393 -0.129
Br -3.164610 3.849174 -1.092087 -0.038 -0.050 -0.135 0.700
N -0.278997 -0.225083 -1.116842 -1.136 -1.002 0.120 0.019
C -0.443202 -1.144197 -2.286059 0.658 0.319 -0.292 -0.134
C 0.138378 -0.557919 -3.574515 0.015 -0.248 0.544 -0.163
C 1.576175 -0.068631 -3.450107 0.613 0.378 -0.609 -0.179
C 1.836789 1.289657 -4.125052 -0.478 -0.208 0.447 -0.203
N 1.800601 2.363752 -3.110775 0.082 0.132 -0.345 0.003
C 3.031343 2.463649 -2.392231 -0.047 -0.011 0.948 -0.518
N 3.075844 2.398767 -1.125666 0.025 -0.007 -0.502 0.172
N 4.234732 2.644758 -3.154696 -0.117 -0.074 -0.174 0.080
H 4.197529 -3.539076 2.923433 -0.050 -0.135 0.096 0.075
H 4.979967 -2.279239 3.909153 -0.141 -0.089 0.182 0.071
H 5.783654 -2.898650 2.491558 0.082 -0.124 -0.047 0.072
H 4.715160 -0.632471 2.141050 -0.014 0.152 0.063 0.111
H 3.150669 -1.359213 2.380035 -0.149 -0.023 0.024 0.098
H 5.194534 -1.852665 0.187985 0.138 -0.135 -0.065 0.112
H 3.894948 -3.002264 0.447383 -0.112 -0.104 -0.206 0.119
H 3.008621 -0.167461 0.264293 -0.080 0.236 -0.104 0.113
H 3.743669 -0.775909 -1.223700 -0.106 -0.049 -0.194 0.110
H 1.215633 -2.041555 1.168233 -0.126 -0.282 0.052 0.163
H -0.556107 -0.045285 1.863329 -0.099 -0.173 0.232 0.153
H -2.598954 -1.745500 0.738251 0.119 -0.106 0.030 0.141
H -3.532859 -2.804631 2.191104 -0.245 -0.166 0.085 0.066
H -2.129040 -3.209066 3.218388 0.043 -0.189 0.120 0.098
H -3.692980 -2.824912 3.948863 -0.297 -0.338 0.029 0.082
H -4.485289 2.181543 1.365056 -0.099 -0.178 -0.224 0.056
H -5.087031 1.128523 2.702825 -0.124 -0.201 -0.288 0.096
H -4.227069 2.624362 3.036522 -0.027 0.176 -0.040 0.088
H -3.126578 -0.568851 -1.034879 -0.191 -0.123 0.048 0.117
H -3.379047 0.887630 -0.133999 -0.034 0.120 0.144 0.092
H -1.748828 0.872451 -2.049197 0.143 -0.005 -0.205 0.129
H 0.062532 2.081236 -0.304569 0.089 -0.028 0.226 0.096
H -1.544814 2.270054 0.462101 0.382 0.105 0.349 0.077
H -1.352449 2.873873 -2.450804 -0.087 -0.112 -0.100 0.069
H -0.867479 5.341147 -1.253943 0.099 0.170 0.233 0.049
H 0.218700 4.444158 -2.278387 0.102 0.023 -0.050 0.053
H 0.388514 4.271792 -0.550256 -0.072 0.109 0.286 0.074
H -1.499994 -1.359171 -2.445869 -0.161 -0.060 0.179 0.118
H 0.050454 -2.082629 -2.060786 0.093 -0.068 0.107 0.119
H -0.505759 0.242481 -3.935664 -0.086 0.101 -0.042 0.102
H 0.106546 -1.370450 -4.297855 -0.208 0.078 -0.266 0.115
H 2.257400 -0.779166 -3.918006 -0.023 -0.264 0.104 0.113
H 1.886719 0.030364 -2.416964 -0.111 -0.115 0.243 0.070
H 2.778780 1.290417 -4.670475 0.088 0.057 -0.116 0.098
H 1.016776 1.489472 -4.810226 0.094 0.111 -0.275 0.109
H 1.664540 3.247044 -3.593710 0.021 0.033 -0.043 0.110
H 2.123473 2.268697 -0.787746 -0.040 -0.031 0.053 0.029
H 4.675821 3.497329 -2.834274 0.032 0.149 0.005 0.078
H 4.883278 1.912011 -2.894375 0.088 -0.097 -0.021 0.076
C -5.844707 -4.530331 4.345336 0.689 0.542 0.302 -1.005
O -6.891636 -5.228308 4.415969 -0.113 -0.105 -0.049 -0.116
O -5.308472 -4.196041 3.211023 -0.222 -0.162 -0.474 -0.153
O -5.223332 -4.082849 5.390351 -0.208 -0.119 -0.010 -0.147
```
Positions in Å, forces in eV/Å.

Computed properties:
- Total charge: -1
- Kohn-Sham gap: 0.068 Ha
- M: 565.490 g/mol
- Total energy: -115162.1607 eV

***

Entry 2:
Entry from the Open Molecules 2025 dataset: C52H38BaF5N9O5PS2 as an isolated structure at a distorted geometry (the ωB97M-V functional and the def2-TZVPD basis).

XYZ file:
```
113
Properties=species:S:1:pos:R:3:forces:R:3:lowdin_charge:R:1
Ba -0.372829 -0.660110 0.252935 -0.307 0.035 -0.977 1.770
C -3.653897 -2.170001 1.572783 0.026 -0.044 -0.050 -0.131
N -2.228102 -2.401756 1.651824 -0.025 0.057 0.269 -0.156
C -1.657932 -2.624425 2.962635 0.087 0.216 0.190 -0.145
C -1.089485 -1.385297 3.619258 -0.024 -0.135 0.069 -0.319
N -0.736557 -0.268017 3.049990 -0.061 0.080 -0.008 0.069
C -0.118155 0.480792 4.047607 -0.088 -0.139 -0.099 -0.234
C 0.532541 1.704860 3.966430 0.029 0.055 0.057 -0.025
C 1.117950 2.205089 5.117210 -0.034 -0.021 -0.055 -0.099
C 1.063216 1.496293 6.322904 -0.011 -0.039 0.033 -0.099
C 0.432838 0.266233 6.411166 -0.002 -0.012 0.048 -0.019
C -0.149542 -0.226118 5.253457 0.064 0.078 -0.015 -0.201
N -0.813074 -1.400489 4.959133 0.064 -0.052 -0.030 0.171
C -4.036763 -0.934270 0.803874 -0.045 -0.085 -0.006 -0.308
N -3.246583 -0.007534 0.347991 0.087 0.052 0.122 0.094
C -4.071810 0.883267 -0.335595 -0.090 -0.144 -0.064 -0.214
C -3.757061 2.018505 -1.076615 0.031 -0.024 0.019 -0.004
C -4.790692 2.698122 -1.693375 0.030 -0.009 0.010 -0.086
C -6.116920 2.258345 -1.593162 -0.001 0.008 0.000 -0.099
C -6.445095 1.119286 -0.881144 -0.036 0.020 -0.028 -0.025
C -5.400131 0.446173 -0.264501 0.063 0.045 -0.017 -0.194
N -5.349172 -0.715389 0.482032 -0.011 -0.008 -0.015 0.167
H -4.088558 -2.105717 2.576405 0.010 0.057 0.003 0.127
H -4.147139 -3.015926 1.075536 -0.013 -0.001 0.024 0.132
H -1.941245 -3.122116 0.975283 0.000 0.096 0.068 -0.023
H -0.829889 -3.333023 2.861496 0.017 0.014 0.005 0.120
H -2.360957 -3.056054 3.690790 -0.098 -0.134 -0.161 0.124
H 0.610477 2.225312 3.021064 0.023 0.020 0.003 0.096
H 1.641978 3.151640 5.081889 -0.002 0.003 -0.003 0.099
H 1.536691 1.910290 7.204005 0.003 0.007 -0.004 0.095
H 0.417364 -0.291382 7.338862 0.004 0.006 0.002 0.106
H -0.833299 -2.224157 5.534297 0.011 -0.008 -0.001 0.164
H -2.727954 2.326594 -1.185291 -0.019 0.031 -0.033 0.088
H -4.569251 3.578971 -2.282380 -0.007 0.000 -0.002 0.098
H -6.897351 2.811816 -2.099073 -0.005 -0.006 0.003 0.096
H -7.466598 0.765317 -0.828502 0.003 -0.010 0.010 0.106
H -6.105482 -1.357393 0.637563 0.005 -0.010 0.014 0.160
O 1.687701 -1.522426 -1.745290 -0.007 -0.115 0.258 -0.130
N 1.352239 -1.196954 -3.125701 0.166 0.271 -0.088 0.005
N 0.117813 -0.543357 -3.121869 -0.281 -0.187 0.179 -0.199
O -0.138656 0.308430 -2.082849 0.342 0.394 -0.267 -0.475
C -0.264260 -0.118804 -4.382566 -0.025 -0.149 0.072 -0.220
C 0.229515 -0.719838 -5.552645 -0.011 -0.018 -0.039 -0.037
C -0.206246 -0.281170 -6.790558 -0.017 0.014 -0.012 -0.114
C -1.124295 0.756983 -6.905931 -0.005 0.008 -0.028 -0.133
C -1.612705 1.347004 -5.747442 0.027 -0.031 0.027 -0.106
C -1.193011 0.924104 -4.496679 -0.036 0.022 -0.035 -0.023
H 0.932842 -1.536915 -5.474475 0.000 0.003 -0.004 0.103
H 0.177661 -0.759298 -7.684447 0.013 -0.011 0.011 0.093
H -1.458274 1.091764 -7.879673 0.002 -0.002 -0.001 0.084
H -2.339848 2.147959 -5.817815 -0.004 0.002 0.018 0.093
H -1.580447 1.359646 -3.588042 -0.001 0.013 -0.006 0.091
O 1.823598 -4.029834 2.952906 -0.012 0.104 -0.062 -0.323
S 2.053241 -2.672111 2.504014 0.141 -0.117 -0.188 0.421
O 2.078823 -1.679689 3.563872 -0.040 0.067 0.004 -0.322
O 1.200272 -2.282899 1.362882 0.139 -0.526 0.527 -0.624
C 3.681468 -2.621808 1.763147 0.053 0.103 0.025 -0.246
C 4.487242 -3.750383 1.828618 -0.127 0.080 0.049 -0.050
C 5.757354 -3.725364 1.278050 0.070 0.030 -0.046 -0.076
C 6.224865 -2.569601 0.666091 0.044 -0.091 0.017 -0.083
C 5.416924 -1.447071 0.600822 -0.111 0.053 0.005 -0.092
C 4.130668 -1.453845 1.138660 -0.020 -0.061 -0.118 -0.310
P 3.059374 0.051417 1.019158 -0.083 -0.064 0.074 1.107
C 4.237742 1.288394 1.698900 -0.010 -0.017 -0.001 -0.354
C 4.167670 1.420067 3.086594 -0.026 0.010 0.005 -0.094
C 5.025615 2.279087 3.757893 -0.006 0.000 0.009 -0.084
C 5.954604 3.027093 3.049223 0.017 0.009 -0.038 -0.099
C 6.027894 2.905814 1.667654 0.009 0.004 0.020 -0.091
C 5.176884 2.039938 0.996265 -0.023 -0.052 0.015 -0.107
C 2.993207 0.378867 -0.779512 0.036 0.133 0.024 -0.315
C 2.912933 -0.750984 -1.783490 0.038 0.029 -0.037 -0.230
C 2.621117 -0.350348 -3.228893 -0.072 0.055 0.081 -0.161
C 2.503559 1.098898 -3.546171 -0.023 -0.062 -0.015 -0.028
C 2.641720 2.017741 -2.594939 0.089 0.033 0.012 -0.090
C 2.862880 1.647160 -1.198291 0.010 -0.079 -0.074 -0.125
H 4.087964 -4.632263 2.310873 0.031 -0.021 -0.005 0.108
H 6.384341 -4.606993 1.323705 -0.004 -0.002 0.002 0.101
H 7.218770 -2.544367 0.236462 -0.002 0.000 0.001 0.099
H 5.789463 -0.546761 0.123807 -0.009 -0.012 0.001 0.103
H 3.433838 0.835510 3.633361 0.015 0.011 0.017 0.093
H 4.962172 2.369480 4.835184 -0.010 -0.012 0.003 0.101
H 6.620547 3.704780 3.568889 -0.005 -0.001 0.007 0.096
H 6.753666 3.486008 1.110795 -0.002 -0.002 -0.004 0.098
H 5.244019 1.948544 -0.080170 0.000 0.012 -0.025 0.096
H 3.762631 -1.424904 -1.650522 -0.019 -0.011 -0.028 0.141
H 3.257102 -0.843004 -3.965095 0.048 0.024 0.017 0.141
H 2.337392 1.377186 -4.579453 -0.039 0.003 0.012 0.112
H 2.587952 3.071076 -2.845617 0.004 0.007 0.040 0.102
H 2.915635 2.454317 -0.475670 0.010 0.044 0.013 0.102
F -6.404841 -4.016484 -3.888356 -0.040 -0.004 -0.013 0.092
C -5.221613 -3.960065 -3.255096 0.090 0.027 0.044 -0.160
C -4.601405 -2.747267 -3.016938 -0.061 -0.002 -0.025 -0.157
F -5.190334 -1.610637 -3.422009 -0.004 -0.008 -0.002 0.100
C -3.383713 -2.709308 -2.366072 0.199 0.028 0.053 -0.250
F -2.828838 -1.501374 -2.199177 -0.025 0.096 0.059 0.058
C -2.713175 -3.846145 -1.891541 -0.156 0.110 -0.083 -0.582
S -1.189525 -3.767590 -1.055426 -0.053 -0.075 -0.024 0.576
C -3.377217 -5.048216 -2.171277 0.136 0.021 0.143 -0.255
F -2.839791 -6.211865 -1.777474 -0.022 -0.032 -0.009 0.062
C -4.590637 -5.113797 -2.828970 -0.038 -0.018 -0.016 -0.159
F -5.174860 -6.303321 -3.052177 -0.021 -0.027 -0.007 0.093
N -2.374806 5.908068 2.903638 -0.012 0.016 -0.002 0.153
C -1.901739 5.272326 2.071576 0.063 -0.073 -0.066 -0.180
C -1.297562 4.486275 1.028712 -0.045 -0.006 0.048 -0.204
C -0.823557 5.083248 -0.135725 -0.005 0.062 -0.001 -0.013
C -0.259482 4.279370 -1.106339 -0.017 0.016 -0.013 -0.030
C -0.181216 2.909088 -0.888671 -0.043 0.028 0.028 -0.137
N -0.636142 2.337128 0.232540 0.195 -0.022 0.052 0.023
C -1.180162 3.105252 1.166111 -0.105 0.025 0.037 -0.105
H -0.908173 6.154204 -0.266850 0.004 -0.004 -0.005 0.121
H 0.108185 4.701366 -2.031727 0.005 -0.018 -0.006 0.110
H 0.201324 2.213833 -1.637188 -0.010 -0.006 0.013 0.073
H -1.557430 2.611903 2.055634 0.014 -0.027 -0.012 0.121
```
Positions in Å, forces in eV/Å.

Computed properties:
- Total charge: -1
- Kohn-Sham gap: 0.216 Ha
- M: 1196.360 g/mol
- Energy above the lowest of the compared OMol25 structures with the same formula, charge and spin: 1.866 eV
- Total energy: -123431.7130 eV

***

Entry 3:
Entry from the Open Molecules 2025 dataset: a 2-piece molecular cluster, C2H4NO3 overall at a distorted geometry (the ωB97M-V functional and the def2-TZVPD basis).

XYZ file:
```
10
Properties=species:S:1:pos:R:3:forces:R:3:lowdin_charge:R:1
C -1.468688 1.551983 -2.204102 -0.397 1.109 0.106 -0.207
C 0.791319 -0.423590 0.610977 0.113 -0.049 -0.326 -0.065
N 0.128224 -0.266742 -0.678835 0.366 -0.561 0.538 -0.485
O -0.675644 -1.201277 -1.055242 -0.162 0.328 -0.076 -0.182
O -1.207550 2.416600 -3.010260 0.191 -0.587 0.393 -0.112
O 0.109823 0.956503 -1.139812 -0.186 0.133 -0.560 -0.184
H -1.914949 0.583081 -2.444404 0.297 -0.520 -0.094 0.032
H 0.353403 0.213934 1.388265 -0.124 0.035 -0.103 0.070
H 0.715248 -1.471907 0.894577 -0.015 0.064 -0.004 0.066
H 1.844584 -0.149715 0.486948 -0.083 0.047 0.128 0.067
```
Positions in Å, forces in eV/Å.

Computed properties:
- Total charge: -1
- Kohn-Sham gap (alpha / beta): 0.231 / 0.229 Ha
- M: 90.058 g/mol
- Energy above the lowest of the compared OMol25 structures with the same formula, charge and spin: 6.910 eV
- Total energy: -9766.8995 eV

***

Entry 4:
Entry from the Open Molecules 2025 dataset: one molecule with the formula C3H5N5 at a distorted geometry (the ωB97M-V functional and the def2-TZVPD basis).

XYZ file:
```
13
Properties=species:S:1:pos:R:3:forces:R:3:lowdin_charge:R:1
C -0.430051 -0.915094 0.679108 1.401 3.727 1.265 -0.570
C 0.680948 1.133225 -0.565898 -2.441 -0.894 -2.486 -0.465
C 0.162384 0.783415 -2.011382 -6.238 -2.253 -4.275 -0.067
H -0.962511 -2.212795 1.896208 1.649 0.578 0.992 0.108
H 0.698472 -1.644919 1.737158 -0.465 -1.277 2.142 0.093
H -1.493633 -0.933629 -1.079014 1.529 -1.381 3.121 0.110
H 0.948543 0.571154 1.333165 -1.203 -0.429 -1.498 0.165
H 1.093518 2.974789 -1.164174 0.031 -1.822 1.603 0.110
N -0.276888 -1.412785 2.056063 0.339 -0.149 -3.861 0.075
N -1.205644 -1.422275 -0.102751 -3.598 -0.188 -4.803 0.122
N 0.430980 0.253277 0.461554 1.194 -0.856 2.276 0.083
N 1.031382 2.299793 -0.327110 1.063 2.869 -1.072 0.124
N -0.677502 0.525844 -2.912928 6.739 2.075 6.596 0.112
```
Positions in Å, forces in eV/Å.

Computed properties:
- Kohn-Sham gap: 0.370 Ha
- M: 111.108 g/mol
- Energy above the lowest of the compared OMol25 structures with the same formula, charge and spin: 3.338 eV
- Total energy: -10639.5357 eV

***

Entry 5:
Entry from the Open Molecules 2025 dataset: one molecule with the formula C7H5Br2NO2 at a distorted geometry (the ωB97M-V functional and the def2-TZVPD basis).

XYZ file:
```
17
Properties=species:S:1:pos:R:3:forces:R:3:lowdin_charge:R:1
C -0.721414 -1.023699 1.347962 -0.630 -0.608 -0.085 -0.151
C -1.265313 -1.297170 0.155125 0.244 0.145 0.131 -0.040
C 0.155541 0.059145 1.735971 0.508 0.693 0.363 -0.568
C 0.694243 0.992922 1.010703 -0.537 -0.788 0.915 0.027
C -1.091715 -0.622463 -1.145868 -0.165 -0.013 -0.082 -0.271
C -0.327176 0.600204 -1.376185 0.191 -0.327 -0.359 -0.055
C 0.327493 -0.621891 -1.758513 -0.259 0.380 -0.492 -0.652
N 1.545062 2.055943 0.896006 0.565 -0.037 0.088 -0.415
O 2.707495 1.824504 1.199359 0.316 0.163 0.071 0.096
O 1.113899 3.105952 0.454782 -0.246 0.237 -0.108 0.095
Br 0.513075 0.077529 3.685952 -0.054 0.188 -0.797 0.727
Br 0.579440 -1.003070 -3.647848 -0.083 0.011 0.320 0.669
H -0.997240 -1.669770 2.170862 0.062 -0.065 -0.038 0.082
H -1.908324 -2.164877 0.098029 -0.062 -0.072 0.148 0.115
H -1.927958 -0.791643 -1.823900 0.139 -0.072 -0.046 0.137
H -0.514898 1.551575 -1.824510 -0.065 0.211 -0.159 0.109
H 1.117788 -1.073193 -1.177927 0.076 -0.044 0.129 0.096
```
Positions in Å, forces in eV/Å.

Computed properties:
- Kohn-Sham gap (alpha / beta): 0.276 / 0.234 Ha
- M: 294.930 g/mol
- ⟨S²⟩: 2.0255
- Energy above the lowest of the compared OMol25 structures with the same formula, charge and spin: 0.000 eV
- 2S+1: 3
- Total energy: -153000.1596 eV